Entry from the OMol25 dataset: a molecular structure, C18H19N5O3S in a non-equilibrium geometry (ωB97M-V with the def2-TZVPD basis set).

Positions of all 46 atoms, in Å:
C (2.0310, -2.9339, -3.9992)
C (1.8822, -3.9486, -2.9171)
N (1.4825, -3.5863, -1.7497)
C (1.3695, -4.5705, -0.8031)
C (0.9600, -4.4081, 0.5145)
S (0.9915, -5.9479, 1.2814)
N (1.5019, -6.7494, -0.0226)
C (1.6678, -5.9408, -1.0525)
C (2.1194, -6.3452, -2.3777)
O (2.4162, -7.4426, -2.7791)
N (2.1878, -5.2397, -3.2378)
H (2.4969, -5.4522, -4.1795)
C (0.5471, -3.2029, 1.2543)
O (0.2176, -3.2583, 2.4259)
N (0.5877, -2.0926, 0.4755)
C (0.2692, -0.7783, 0.8154)
C (0.3825, 0.1987, -0.1714)
C (0.0754, 1.5159, 0.0922)
C (-0.3520, 1.9156, 1.3646)
C (-0.4463, 0.9250, 2.3520)
C (-0.1505, -0.3940, 2.0864)
H (-0.2316, -1.1340, 2.8647)
H (-0.7341, 1.1940, 3.3561)
N (-0.6297, 3.2296, 1.6735)
C (-1.6525, 3.5617, 2.6467)
H (-1.1907, 3.9283, 3.5744)
C (-2.6193, 4.6189, 2.0898)
C (-2.8063, 4.3948, 0.5914)
H (-3.5780, 5.0542, 0.1910)
H (-3.1214, 3.3641, 0.4216)
C (-1.4886, 4.6580, -0.1610)
O (-1.3920, 5.9803, -0.6347)
H (-1.4705, 6.5844, 0.1130)
C (-0.3096, 4.3089, 0.7785)
H (-0.0817, 5.1916, 1.3899)
H (0.5901, 4.0738, 0.2110)
H (-1.4532, 4.0442, -1.0659)
H (-3.5754, 4.5380, 2.6076)
H (-2.2358, 5.6256, 2.2712)
H (-2.2177, 2.6575, 2.8803)
H (0.1573, 2.2324, -0.7093)
H (0.7059, -0.0852, -1.1634)
H (0.8901, -2.2382, -0.4861)
H (1.3869, -3.1843, -4.8408)
H (3.0610, -2.9088, -4.3517)
H (1.7591, -1.9541, -3.6201)

Computed properties:
LUMO level in eV: -0.62
HOMO energy in eV: -7.2684
Frontier orbital gap in eV: 6.65
E in eV: -43403.9143
M in g/mol: 385.4
Energy relative to the best compared isomer or geometry (same formula, charge and spin) in kcal per mole: 0.0
2S+1: 1

Listed below, in e, are the Löwdin charges computed for each atom:
1. C 0.002
2. C -0.351
3. N 0.137
4. C -0.236
5. C -0.324
6. S 1.141
7. N -0.235
8. C -0.262
9. C -0.387
10. O 0.111
11. N 0.183
12. H 0.165
13. C -0.489
14. O 0.046
15. N 0.138
16. C -0.224
17. C -0.022
18. C -0.021
19. C -0.228
20. C -0.014
21. C -0.004
22. H 0.101
23. H 0.107
24. N -0.107
25. C -0.163
26. H 0.124
27. C -0.169
28. C -0.128
29. H 0.118
30. H 0.121
31. C -0.367
32. O -0.027
33. H 0.090
34. C -0.116
35. H 0.131
36. H 0.124
37. H 0.140
38. H 0.112
39. H 0.106
40. H 0.115
41. H 0.098
42. H 0.108
43. H 0.100
44. H 0.090
45. H 0.090
46. H 0.080